{
  "formula": "C3H8N2",
  "method": "ωB97M-V/def2-TZVPD",
  "smiles": "[H]/N=C/N.C=C",
  "homo_lumo_gap_ev": 10.429,
  "e_tot_ev": -6219.3025,
  "e_above_lowest_ev": 2.544,
  "total_charge": 0,
  "lumo_energy_ev": 1.02,
  "symbols": ["H", "N", "C", "N", "H", "H", "H", "C", "C", "H", "H", "H", "H"],
  "xyz": [[-1.980, 2.758, -0.406], [-2.290, 1.890, 0.012], [-1.562, 0.941, -0.431], [-1.748, -0.307, 0.067], [-0.726, 1.117, -1.104], [-2.565, -0.305, 0.648], [-1.662, -1.205, -0.383], [2.116, -1.460, 0.032], [1.980, -0.186, 0.432], [1.228, -2.078, -0.055], [3.091, -1.911, 0.114], [1.210, 0.537, 0.234], [2.908, 0.210, 0.841]],
  "lowdin_charge": [0.025, 0.052, -0.410, 0.066, 0.108, 0.082, 0.088, -0.074, -0.070, 0.036, 0.039, 0.017, 0.041]
}